The following is a DFT calculation (wB97M-V/def2-TZVPD) of a structure of composition C35H30BrCeIN3O2S in a non-equilibrium geometry.

Each line ends with the Mulliken charge.
Positions of all 74 atoms, in Å:
Ce -0.451 0.605 -0.484  0.398
C 1.198 4.643 -1.711  -1.616
C 1.978 4.090 -0.546  1.175
C 3.302 4.452 -0.350  -0.862
C 4.041 3.934 0.705  -1.045
C 3.467 3.018 1.572  -1.062
C 2.146 2.638 1.407  1.845
C 1.503 1.645 2.339  -1.398
C 1.402 3.198 0.367  -0.227
N 0.033 2.798 0.265  0.479
C -0.919 3.750 0.531  -0.077
O -0.750 4.905 0.810  -0.604
C -2.303 3.196 0.484  0.471
C -3.367 3.913 0.974  -0.637
C -4.626 3.330 0.946  -0.444
C -4.773 2.048 0.434  -0.739
C -3.655 1.396 -0.029  0.629
N -2.438 1.956 -0.009  0.064
C -3.736 -0.006 -0.540  -0.235
O -4.805 -0.476 -0.820  -0.582
N -2.504 -0.614 -0.623  0.391
C -2.504 -2.010 -0.970  -0.741
C -1.873 -2.396 -2.156  2.214
C -1.275 -1.379 -3.090  -1.807
C -1.801 -3.742 -2.486  -0.832
C -2.373 -4.697 -1.662  -1.071
C -3.007 -4.306 -0.494  -0.637
C -3.078 -2.970 -0.119  1.179
C -3.745 -2.601 1.180  -1.992
H 1.846 5.219 -2.369  0.443
H 0.396 5.297 -1.365  0.358
H 0.747 3.843 -2.300  0.206
H 3.764 5.148 -1.043  0.413
H 5.074 4.233 0.841  0.443
H 4.050 2.598 2.386  0.397
H 2.208 1.274 3.082  0.450
H 1.145 0.768 1.798  0.086
H 0.646 2.077 2.852  0.321
H -3.183 4.904 1.366  0.555
H -5.485 3.868 1.325  0.467
H -5.724 1.537 0.385  0.563
H -1.792 -0.424 -3.019  0.390
H -1.370 -1.711 -4.123  0.588
H -0.201 -1.243 -2.925  0.298
H -1.306 -4.040 -3.407  0.467
H -2.318 -5.747 -1.930  0.463
H -3.452 -5.054 0.154  0.444
H -3.893 -3.486 1.796  0.441
H -4.718 -2.144 0.999  0.506
H -3.147 -1.883 1.748  0.259
Br 1.407 -5.610 -0.712  -0.142
C 0.337 -5.134 0.772  -0.053
C -0.227 -6.150 1.528  -0.454
C -1.005 -5.842 2.637  -0.735
C -1.214 -4.520 3.006  -0.632
C -0.652 -3.501 2.254  -0.365
C 0.112 -3.814 1.138  0.541
I 0.949 -2.252 0.008  0.401
H -0.045 -7.180 1.247  0.447
H -1.438 -6.644 3.222  0.402
H -1.811 -4.279 3.879  0.457
H -0.802 -2.466 2.541  0.512
S 1.784 0.150 -1.920  -0.407
C 3.391 0.702 -1.383  1.028
C 4.055 1.631 -2.183  -0.418
C 5.380 1.946 -1.916  -0.627
C 6.042 1.351 -0.851  -0.520
C 5.370 0.445 -0.038  -0.791
C 4.049 0.115 -0.301  -0.352
H 3.539 2.085 -3.021  0.406
H 5.895 2.660 -2.548  0.412
H 7.079 1.590 -0.652  0.428
H 5.882 -0.020 0.797  0.438
H 3.545 -0.613 0.320  0.225

As for the net charge: +1. Its relative energy (zero: lowest compared OMol25 entry of this formula, charge and spin) is 17.0 kcal per mole. Its LUMO energy (spin up / spin down) is -0.20183 / -0.20173 hartree. Its total energy is -147250.6391 eV. The calculation puts the HOMO energy (spin up / spin down) at -11.21 / -11.21 eV. The calculation puts the gap between HOMO and LUMO (spin up / spin down) at 0.21019 / 0.21030 Ha.